Density functional theory data (ωB97M-V/def2-TZVPD) for a cluster of 2 separate species, C14H16BO4S2 in total.

molecular weight: 323.224 g/mol
HOMO-LUMO gap: 7.279 eV
energy relative to the best compared isomer or geometry (same formula, charge and spin): 0.0 kJ/mol
calculated total energy: -45312.3907 eV
total charge: -1

Positions of all 37 atoms, in Å:
S1 0.19414 1.41183 -1.64601
S2 2.72553 1.29083 0.07219
O1 3.40864 2.01986 -0.96072
O2 -0.41014 2.64319 -2.09592
O3 1.02200 0.60308 -2.51466
O4 3.06863 1.44266 1.46475
C1 3.35231 -2.29212 -1.78772
C2 -1.77894 -1.89735 -0.43614
C3 2.86876 -0.47564 -0.27775
C4 -2.85517 -1.33218 0.24858
C5 3.38254 -0.92489 -1.49596
C6 -3.08546 0.03907 0.20805
C7 0.29906 2.31136 0.91306
C8 2.82247 -3.19304 -0.85693
C9 -1.10306 0.30816 -1.10338
C10 -0.88239 -1.07400 -1.12082
C11 -2.20556 0.87192 -0.46657
C12 0.98933 1.71545 -0.08045
C13 2.43720 -1.37827 0.69533
C14 2.38885 -2.74234 0.39394
B1 -3.93510 2.20978 2.51338
H1 -4.47640 1.13962 2.23187
H2 0.80382 2.55320 1.83031
H3 2.12466 -1.01502 1.67086
H4 -3.53151 -1.96116 0.81857
H5 -0.72035 2.64351 0.74395
H6 2.75115 -4.24818 -1.10686
H7 -3.93474 0.48531 0.72295
H8 -3.86026 2.29993 3.74126
H9 3.72296 -2.65181 -2.74763
H10 3.77785 -0.21532 -2.21787
H11 -4.61438 3.12359 2.04033
H12 -2.77422 2.25400 2.00973
H13 -0.01792 -1.49335 -1.63173
H14 2.01129 -3.44784 1.13402
H15 -2.34331 1.95156 -0.46080
H16 -1.62226 -2.97536 -0.44518


Density functional theory data (ωB97M-V/def2-TZVPD) for a cluster of 2 separate species, C14H16BrN2O2 in total.

molecular weight: 324.198 g/mol
HOMO-LUMO gap: 6.766 eV
calculated total energy: -91880.8653 eV
total charge: +1

Positions of all 35 atoms, in Å:
Br1 4.83879 0.46289 -2.16699
O1 -2.97775 -0.25376 1.20876
O2 -1.08554 0.73265 1.57562
N1 3.16103 0.56613 -1.31835
N2 -2.18325 0.65667 1.03257
C1 0.89630 -1.34734 0.37553
C2 -2.56878 1.73097 0.11564
C3 3.07856 -3.58385 0.82568
C4 -4.19420 2.73352 -1.34383
C5 0.77603 -2.30057 1.63063
C6 -3.31652 3.78611 -1.58635
C7 3.20753 -2.63585 -0.39432
C8 1.87252 -3.37351 1.79629
C9 2.22109 -0.53752 -1.81116
C10 -2.06150 3.80738 -0.98419
C11 2.10027 -1.56148 -0.56386
C12 -0.45530 -2.05760 2.63370
C13 -1.68222 2.77850 -0.12897
C14 -3.82270 1.69875 -0.49225
H1 -4.51580 0.88459 -0.31153
H2 3.88557 -4.37895 0.98271
H3 -0.30072 -1.06168 3.19194
H4 2.69549 1.48532 -1.40008
H5 -0.70316 2.80852 0.33673
H6 3.34355 0.42699 -0.29702
H7 0.12489 -0.51659 0.18958
H8 -3.61244 4.59498 -2.24732
H9 -0.50450 -2.92967 3.36332
H10 -1.40618 -1.92341 2.00560
H11 -5.17027 2.72163 -1.81692
H12 -1.38064 4.62918 -1.17915
H13 2.65992 -1.14672 -2.66591
H14 1.20217 -0.14478 -2.13099
H15 1.81079 -4.05835 2.70855
H16 4.06697 -2.69314 -1.13366


Density functional theory data (ωB97M-V/def2-TZVPD) for a cluster of 2 separate species, C14H16ClIN2O6P2S in total.

molecular weight: 564.662 g/mol
HOMO-LUMO gap: 7.613 eV
calculated total energy: -80079.7203 eV
structure (SMILES): CP(O)N1C(=O)c2c(O)c([PH2]=S)c(CC(=O)Cl)c(I)c2C1=O.CNC(C)=O

Positions of all 43 atoms, in Å:
I1 0.18112 0.90718 -0.75426
Cl1 -3.21298 1.42252 0.52654
S1 -3.09346 -3.19918 3.06772
P1 -1.89737 -4.00775 1.76128
P2 5.61254 -1.62861 0.49592
O1 6.08191 -0.63455 -0.74233
O2 -1.46091 3.54275 -1.84536
O3 3.82510 -3.55200 2.07063
O4 3.30974 0.24301 -0.18172
O5 -1.88668 0.11424 2.36508
O6 0.96947 -4.58282 2.13162
N1 -3.49342 4.45552 -1.64714
N2 3.87216 -1.98928 0.30807
C1 3.29249 -2.83810 1.25832
C2 -0.50994 -2.93492 1.23168
C3 3.00312 -0.86933 0.14620
C4 0.76166 -3.41068 1.48883
C5 1.80238 -2.63293 1.10342
C6 -2.43707 4.39005 -3.86035
C7 -2.31640 0.04202 1.25492
C8 -2.12536 -1.22611 0.39506
C9 -0.70521 -1.72011 0.61382
C10 -4.70674 5.11058 -2.09973
C11 -2.41117 4.09118 -2.38087
C12 0.37446 -0.96099 0.20623
C13 5.75031 -0.62635 2.05486
C14 1.62498 -1.43393 0.45399
H1 -4.82392 6.05666 -1.56882
H2 -1.51022 4.04289 -4.30671
H3 -5.56404 4.47408 -1.87459
H4 4.77559 -0.21468 2.33147
H5 6.47977 0.16550 1.88881
H6 -2.30414 -1.00605 -0.65668
H7 5.43448 -0.64890 -1.45672
H8 -2.52438 5.46388 -4.02968
H9 -3.26948 3.87209 -4.33827
H10 -2.55502 -4.49958 0.60748
H11 6.08411 -1.30587 2.83509
H12 -4.68050 5.30439 -3.16634
H13 -1.30666 -5.14523 2.34165
H14 1.82352 -4.92668 1.84363
H15 -3.41038 4.22761 -0.66858
H16 -2.85345 -1.93149 0.79582


Density functional theory data (ωB97M-V/def2-TZVPD) for the molecule C14H16ClNO4S2.

molecular weight: 361.872 g/mol
HOMO-LUMO gap: 9.057 eV
energy relative to the best compared isomer or geometry (same formula, charge and spin): 0.0 kJ/mol
calculated total energy: -58649.4057 eV
structure (SMILES): COc1ccc(S(=O)(=O)NCCSCc2ccco2)cc1Cl

Positions of all 38 atoms, in Å:
Cl1 1.17507 -0.84619 3.27120
S1 -2.85948 -1.28344 -0.32077
S2 -1.67689 3.58978 -0.56651
O1 -3.15435 -2.00341 -1.52385
O2 -3.72380 -1.41085 0.81571
O3 2.72148 -2.25734 1.34572
O4 1.67296 3.24617 -0.75383
N1 -2.71477 0.33097 -0.74740
C1 2.65030 2.59733 -0.10165
C2 1.09660 1.10264 -0.60773
C3 -3.14015 1.33061 0.21000
C4 -0.34899 -2.33549 -0.67577
C5 -0.51207 2.77072 -1.73902
C6 -0.74001 -1.20526 1.41063
C7 -1.18766 -1.65567 0.18143
C8 0.72590 2.33729 -1.06369
C9 2.35568 1.27481 0.01716
C10 1.45511 -2.10881 0.90793
C11 0.96794 -2.57032 -0.31316
C12 3.65086 -2.93604 0.53094
C13 -1.99702 2.25310 0.62787
C14 0.57550 -1.42373 1.76725
H1 3.79353 -2.42309 -0.42490
H2 -3.02442 0.47298 -1.69421
H3 -2.25680 2.76374 1.55419
H4 -0.73907 -2.67695 -1.62086
H5 -3.96358 1.93163 -0.18581
H6 -0.31311 3.53767 -2.48586
H7 2.94793 0.52247 0.49551
H8 -1.02559 1.92032 -2.18203
H9 4.58564 -2.92810 1.08874
H10 0.54560 0.19264 -0.72522
H11 -3.50674 0.78777 1.08666
H12 1.61331 -3.10528 -0.99046
H13 3.49229 3.17675 0.22058
H14 3.34480 -3.97055 0.35153
H15 -1.06858 1.69845 0.76307
H16 -1.41742 -0.69729 2.07662


Question: Number 1 is which compound?
Answer: C14H16BO4S2


Question: Among the records above, which one has the lowest calculated total energy?
Answer: C14H16BrN2O2


Question: Number 2 is which compound?
Answer: C14H16BrN2O2


Question: The highest molecular weight belongs to which entry?
Answer: C14H16ClIN2O6P2S